Entry 1:
A structure of composition C38H27Br3DyN5O8. Source: the OMol25 dataset; level of theory: wB97M-V/def2-TZVPD.

Last column: Löwdin charge in e.
CARTESIAN COORDINATES (ANGSTROEM)
Dy 0.02 0.32 -0.03  1.672
Br -4.40 4.70 -4.58  0.692
Br 8.77 -0.07 0.54  0.715
Br -4.09 3.99 0.82  0.719
O -1.87 1.80 0.03  -0.215
O 1.17 1.99 -0.18  -0.495
O 0.02 -2.34 0.11  -0.033
O 0.42 -3.53 5.98  -0.085
O 2.08 -0.70 -1.04  -0.122
O -2.03 -0.98 -3.72  0.011
O -1.43 -4.68 5.31  -0.050
O 1.97 -0.34 1.17  -0.127
N -0.65 1.51 -2.48  0.118
N -1.06 -0.66 2.29  0.125
N -0.93 -1.28 -1.67  0.045
N 0.46 1.69 2.52  0.101
N -3.13 -1.00 0.39  0.135
C -0.62 -3.73 5.28  -0.688
C -4.97 -2.27 -0.55  -0.078
C -1.36 -1.66 -2.93  -0.489
C 4.97 -1.51 -0.31  -0.021
C -0.13 1.37 -3.68  -0.343
C 2.68 -0.55 0.10  -0.534
C -0.99 -3.10 -3.24  -0.099
C 1.82 2.97 -0.90  -0.247
C 1.05 2.89 2.75  -0.113
C -0.26 -0.45 3.34  -0.201
C -3.38 3.45 -0.84  -0.635
C -2.99 -1.90 1.38  -0.213
C -2.29 2.49 -0.97  -0.356
C 1.27 1.00 4.67  0.002
C -0.07 -1.48 4.32  0.073
C 1.94 2.20 4.85  -0.072
C 6.93 -0.31 0.42  -0.727
C -1.76 2.29 -2.33  -0.126
C -4.05 -1.22 -0.55  -0.129
C -3.87 4.14 -1.92  -0.254
C -2.36 2.94 -3.45  -0.180
C 0.48 0.78 3.51  -0.211
C -0.88 -2.61 4.34  -0.095
C 4.73 0.58 0.87  -0.013
C 6.10 0.69 0.98  -0.123
C -0.67 1.96 -4.86  -0.023
C 6.35 -1.44 -0.25  -0.110
C -4.85 -3.22 0.46  -0.081
C 1.09 0.53 -3.86  -0.032
C 4.18 -0.51 0.24  -0.132
C -3.41 3.86 -3.20  -0.666
C -1.74 2.81 -4.73  -0.031
C 1.78 3.19 3.88  -0.088
C -1.93 -1.70 2.33  -0.202
C -0.39 -2.36 -1.06  -0.533
C -0.41 -3.61 -1.92  -0.081
C -3.84 -3.04 1.42  -0.005
C -1.93 -2.62 3.40  0.072
H 0.71 -1.40 5.06  0.095
H -2.69 -3.41 3.45  0.100
H -2.17 3.31 -5.59  0.071
H -1.06 -4.36 -1.43  0.120
H 1.91 1.10 -4.36  0.096
H 0.86 3.59 1.91  0.118
H 0.78 -0.28 -4.52  0.079
H -3.74 -3.73 2.24  0.090
H 1.26 3.20 -1.82  0.064
H -0.13 1.84 -5.80  0.109
H 2.53 2.35 5.76  0.103
H -5.50 -4.08 0.54  0.095
H 1.87 3.89 -0.27  0.061
H 0.60 -4.04 -2.03  0.117
H -4.70 4.87 -1.86  0.079
H -0.25 -3.14 -4.05  0.113
H 1.32 0.20 5.39  0.093
H -4.04 -0.53 -1.39  0.113
H 2.84 2.69 -1.17  0.064
H -1.90 -3.63 -3.53  0.112
H 2.20 4.17 3.97  0.088
H 6.56 1.56 1.45  0.091
H 4.06 1.38 1.24  0.137
H 6.96 -2.26 -0.65  0.099
H -5.71 -2.30 -1.35  0.097
H 1.40 0.10 -2.89  0.052
H 4.48 -2.37 -0.78  0.125

For the LUMO energy (spin up / spin down), the calculation gives 3.37 / 3.37 eV. The net charge is -2. The HOMO-LUMO gap (spin up / spin down) is 5.91 / 5.92 eV. Its expectation value of S² is 9.335. The spin multiplicity is 6. The HOMO energy (spin up / spin down) is -2.541 / -2.546 eV.


Entry 2:
A structure of composition C38H27ClCrN6O2S. Source: the OMol25 dataset; level of theory: wB97M-V/def2-TZVPD.

Last column: Löwdin charge in e.
CARTESIAN COORDINATES (ANGSTROEM)
Cr 0.12 -0.37 -0.25  0.802
Cl 5.38 0.00 -2.22  0.734
S 1.57 0.87 2.44  0.625
O 1.90 0.06 3.58  -0.277
O 2.58 1.04 1.43  -0.276
N -1.27 0.91 -0.94  0.004
N -1.46 -1.39 0.56  0.032
N 1.66 0.76 -1.17  -0.005
N 1.23 -2.02 -0.01  0.003
N -0.12 -1.13 -2.02  -0.042
N 0.23 0.26 1.67  -0.188
C 0.36 5.02 3.77  -0.062
C -3.02 -1.27 3.90  -0.025
C 0.29 4.66 2.43  -0.060
C -3.64 -2.55 1.86  0.018
C -3.35 -2.86 0.56  -0.022
C -2.82 -1.64 2.56  -0.141
C 3.92 0.86 -1.94  -0.627
C 1.09 2.48 3.01  -0.282
C 0.49 -2.35 -2.25  -0.200
C -1.92 1.85 -0.28  -0.091
C 1.16 -4.39 -3.39  -0.058
C 2.58 2.81 -1.98  -0.018
C 1.89 -4.83 -2.33  -0.029
C -0.82 -0.18 2.48  -0.247
C -2.42 1.56 -2.97  -0.143
C -2.83 2.71 -0.90  -0.021
C 1.54 2.06 -1.47  -0.107
C -2.25 -2.25 -0.06  -0.071
C -1.04 -0.50 -4.27  0.006
C -1.53 0.72 -2.27  -0.139
C 0.66 3.38 2.04  -0.066
C 2.66 -4.41 0.00  0.022
C 1.24 -2.82 -1.12  -0.151
C 3.81 2.21 -2.21  -0.048
C 1.94 -4.04 -1.16  -0.143
C -3.07 2.58 -2.24  0.021
C 0.46 -3.17 -3.36  0.004
C -1.73 -1.08 1.85  -0.141
C -2.60 1.36 -4.36  -0.031
C 2.83 0.17 -1.42  -0.129
C 2.65 -3.59 1.09  -0.009
C 1.92 -2.40 1.05  -0.062
C -1.90 0.36 -4.97  -0.056
C -0.87 -0.38 -2.90  -0.189
C 1.17 2.84 4.34  -0.058
C -1.06 0.14 3.81  0.005
C -2.16 -0.40 4.50  -0.044
C 0.80 4.12 4.72  -0.054
H -3.33 3.47 -0.31  0.116
H 1.52 2.12 5.07  0.121
H 2.44 3.86 -2.19  0.120
H -3.95 -3.56 0.00  0.115
H -2.30 -0.13 5.53  0.116
H -2.00 0.21 -6.04  0.115
H 4.65 2.76 -2.60  0.122
H -0.13 -2.91 -4.23  0.088
H 0.85 4.41 5.76  0.114
H 2.94 -0.88 -1.20  0.109
H -4.48 -3.01 2.37  0.128
H 0.58 2.51 -1.31  0.108
H 0.07 6.02 4.07  0.111
H -0.50 -1.24 -4.83  0.091
H 3.20 -3.84 1.99  0.120
H -3.28 2.00 -4.91  0.118
H -2.02 -2.47 -1.09  0.121
H -0.38 0.80 4.33  0.088
H 2.43 -5.77 -2.37  0.119
H 1.90 -1.74 1.91  0.098
H -3.76 3.24 -2.75  0.128
H -0.05 5.37 1.68  0.110
H -3.86 -1.69 4.45  0.119
H 1.11 -4.98 -4.30  0.114
H -1.69 1.94 0.78  0.115
H 0.62 3.07 1.01  0.088
H 3.21 -5.34 0.00  0.128

For the LUMO energy (spin up / spin down), the calculation gives -3.59 / -3.12 eV. The net charge is +1. The HOMO-LUMO gap (spin up / spin down) is 6.25 / 6.89 eV. Its expectation value of S² is 0.761. The spin multiplicity is 2. The HOMO energy (spin up / spin down) is -9.834 / -10.012 eV.


Entry 3:
A structure of composition C38H28BClF8N7O4RuSSe. Source: the OMol25 dataset; level of theory: wB97M-V/def2-TZVPD.

Last column: Löwdin charge in e.
CARTESIAN COORDINATES (ANGSTROEM)
Ru -0.78 -1.09 0.53  1.012
Se 1.39 -1.17 -0.92  0.765
Cl 0.40 -2.52 1.95  -0.073
S -0.67 1.82 0.38  0.520
F -3.18 0.21 -1.43  0.189
F -2.32 1.96 -2.57  0.113
F -5.52 3.12 4.10  0.119
F -3.94 1.40 3.07  0.134
F -9.16 0.03 3.31  0.104
F -3.28 -3.16 -3.68  0.056
F -7.30 -1.79 2.67  0.102
F -3.12 -5.58 0.31  0.031
O -0.09 0.77 1.33  -0.495
O -0.90 0.82 -0.99  -0.230
O 0.35 2.77 -0.04  -0.310
O -1.97 2.35 0.78  -0.286
N -1.35 -0.17 -3.08  0.094
N -2.49 -1.24 1.36  0.036
N 3.40 -0.14 1.01  -0.013
N -10.21 0.98 6.03  0.158
N -6.18 -2.12 -0.56  0.160
N 2.90 1.25 -0.62  0.003
N -7.73 4.37 6.16  0.154
C -7.38 1.55 3.99  -0.048
C -1.48 -2.51 -0.64  -0.320
C 6.04 -2.62 1.04  -0.263
C -6.98 -0.47 2.76  -0.156
C 6.15 -2.43 -0.47  -0.120
C -5.71 -1.62 0.39  -0.196
C 3.67 1.18 1.47  -0.150
C 3.38 2.06 0.43  -0.163
C 4.64 1.57 -3.40  -0.257
C -0.18 -1.53 -5.22  -0.146
C -5.00 -0.97 1.44  -0.161
C -0.80 0.51 -4.13  -0.091
C -3.39 -4.31 -1.65  0.043
C -0.81 -2.23 -4.16  -0.042
C 3.56 2.46 -2.74  -0.177
C 2.47 1.71 -1.98  -0.149
C -2.95 -3.22 -2.37  -0.222
C -3.65 -1.15 1.46  -0.080
C -5.24 1.13 2.93  -0.119
C 4.09 3.04 2.92  -0.082
C -5.70 -0.10 2.39  -0.022
C -1.91 -2.34 -1.95  -0.125
C 6.05 1.78 -2.87  -0.132
C 3.75 3.91 1.87  -0.083
C 2.65 0.01 -0.15  -0.551
C 4.03 1.64 2.73  0.000
C -9.26 1.42 5.56  -0.219
C 5.39 -1.39 1.76  -0.176
C -7.90 3.35 5.63  -0.217
C -2.78 -4.49 -0.42  -0.305
C -1.77 -3.70 0.05  -0.111
C -6.08 2.01 3.62  -0.132
C -1.33 -1.52 -3.06  -0.220
C 3.84 -1.36 1.65  -0.170
C -0.13 -0.13 -5.16  -0.127
C 3.39 3.40 0.60  -0.014
C -7.86 0.38 3.37  -0.146
C -8.14 2.11 5.05  -0.181
B -2.04 0.75 -1.92  -1.108
H -4.15 -5.04 -1.99  0.130
H 5.62 -1.48 2.86  0.107
H 3.07 4.07 -0.20  0.121
H 4.02 3.24 -2.12  0.091
H 4.43 3.43 3.88  0.092
H 3.41 -2.16 1.01  0.092
H 7.04 -2.78 1.49  0.099
H -0.93 1.58 -4.08  0.108
H 1.56 2.32 -1.80  0.111
H 6.03 -3.36 -1.09  0.081
H 2.97 3.00 -3.52  0.120
H 3.33 -1.44 2.63  0.112
H 5.43 -1.69 -0.86  0.061
H 0.41 0.46 -5.88  0.077
H 6.81 1.16 -3.39  0.071
H 4.23 0.92 3.53  0.109
H 5.45 -3.53 1.23  0.102
H 3.66 4.96 2.06  0.090
H 4.62 1.76 -4.49  0.102
H 5.85 -0.46 1.39  0.114
H 6.34 2.82 -2.93  0.052
H 2.09 0.80 -2.53  0.087
H 7.14 -2.02 -0.77  0.068
H -0.84 -3.31 -4.16  0.107
H 6.13 1.52 -1.77  0.081
H 4.37 0.49 -3.34  0.112
H -1.24 -3.99 0.97  0.032
H 0.28 -2.04 -6.07  0.065

For the LUMO energy (spin up / spin down), the calculation gives 3.65 / 1.10 eV. The net charge is -2. The HOMO-LUMO gap (spin up / spin down) is 3.43 / 4.49 eV. Its expectation value of S² is 8.827. The spin multiplicity is 6. The HOMO energy (spin up / spin down) is 0.221 / -3.385 eV.


Entry 4:
A structure of composition C38H28Cl2N10SV. Source: the OMol25 dataset; level of theory: wB97M-V/def2-TZVPD.

Last column: Löwdin charge in e.
CARTESIAN COORDINATES (ANGSTROEM)
V -0.13 -0.47 -0.16  0.931
Cl 4.25 0.63 1.92  0.518
Cl 2.28 -0.79 3.59  0.557
S 0.61 3.02 -1.03  1.002
N 1.43 -1.72 0.05  0.040
N 2.91 -0.79 -1.68  0.167
N 0.79 0.35 -1.65  -0.039
N -1.85 0.15 -0.91  0.005
N 0.58 -3.20 1.79  0.151
N -1.07 1.60 -2.68  0.144
N -1.58 2.67 0.59  -0.004
N -1.17 -1.70 1.04  0.025
N -3.43 -0.93 0.57  0.163
N 0.27 3.57 1.58  -0.198
C 3.42 -4.46 1.45  -0.052
C -1.97 0.98 -2.02  -0.310
C 2.60 -1.65 -0.68  -0.311
C 0.29 1.58 -2.24  -0.629
C 4.80 -3.02 -0.57  -0.047
C -4.07 -3.81 3.95  -0.134
C -0.71 4.62 1.48  -0.212
C -2.88 -4.48 4.30  -0.135
C -0.63 -2.70 1.82  -0.310
C 2.06 0.10 -2.11  -0.324
C 3.43 1.09 -4.08  -0.029
C -2.87 -2.53 2.33  -0.126
C 2.31 2.91 -5.23  -0.113
C -2.53 -1.61 1.28  -0.310
C 0.33 1.15 1.04  -0.199
C 3.48 -2.67 -0.22  -0.148
C -6.16 1.09 -2.35  -0.121
C 2.80 -3.38 0.79  -0.158
C 1.27 1.88 -3.36  -0.196
C -4.07 1.81 -3.32  -0.034
C 4.71 -4.78 1.10  -0.136
C 3.91 -0.82 2.89  -0.985
C 1.65 3.99 1.63  -0.125
C 1.23 2.83 -4.36  -0.043
C -4.11 0.42 -1.33  -0.111
C 1.52 -2.77 0.94  -0.340
C -0.14 2.53 0.62  -0.734
C -1.69 -4.19 3.66  -0.045
C 5.40 -4.06 0.09  -0.134
C -4.07 -2.84 2.97  -0.047
C -1.69 -3.21 2.68  -0.120
C 2.35 1.01 -3.22  -0.108
C -3.41 1.12 -2.32  -0.104
C -3.13 -0.19 -0.45  -0.332
C -5.50 0.40 -1.34  -0.035
C -5.46 1.79 -3.34  -0.122
C 3.40 2.06 -5.09  -0.116
C -1.99 3.82 1.37  -0.190
H -2.34 3.54 2.38  0.108
H 1.83 4.50 2.57  0.078
H -7.25 1.09 -2.37  0.084
H 4.24 2.14 -5.77  0.084
H 2.30 3.64 -6.03  0.083
H 1.93 4.66 0.81  0.060
H 2.88 -5.00 2.22  0.101
H -3.50 2.35 -4.07  0.104
H -0.01 0.98 2.07  0.064
H -0.77 -4.71 3.91  0.100
H 6.42 -4.35 -0.15  0.077
H -0.56 5.26 0.59  0.104
H 4.63 -0.85 3.70  0.014
H -6.04 -0.14 -0.57  0.101
H -4.99 -4.05 4.47  0.079
H 0.37 3.48 -4.45  0.106
H -0.68 5.26 2.37  0.110
H 5.32 -2.47 -1.34  0.099
H 4.27 0.42 -3.96  0.103
H -2.91 -5.24 5.08  0.076
H 2.30 3.11 1.58  0.057
H 5.21 -5.60 1.61  0.076
H -4.98 -2.32 2.69  0.097
H -2.04 1.80 0.83  0.096
H 3.98 -1.69 2.24  0.002
H -2.80 4.37 0.88  0.102
H 1.43 1.13 1.05  0.019
H -6.00 2.32 -4.11  0.080

For the LUMO energy (spin up / spin down), the calculation gives 4.45 / 4.45 eV. The net charge is -2. The HOMO-LUMO gap (spin up / spin down) is 4.40 / 4.53 eV. Its expectation value of S² is 0.813. The spin multiplicity is 2. The HOMO energy (spin up / spin down) is 0.050 / -0.078 eV.